No. 1
H9NaO5 as an isolated structure in a non-equilibrium geometry, computed with ωB97M-V/def2-TZVPD.

Each line ends with the natural charge from an NBO analysis.
Atoms and positions in Å:
1 Na -0.0882 0.3026 0.4342  0.95
2 O -2.1645 0.8947 -0.5188  -1.38
3 H -2.8332 1.3402 -0.0141  0.44
4 O 1.6354 1.3688 -1.0042  -0.96
5 H 2.2130 0.7860 -1.5086  0.48
6 H 1.6702 2.2121 -1.4700  0.49
7 O 1.5819 -1.3625 0.5010  -0.96
8 H 2.0665 -1.5889 1.3032  0.48
9 H 2.0983 -1.7397 -0.2207  0.49
10 O -0.6845 -0.1915 2.7448  -0.96
11 H -1.3308 0.4343 3.0967  0.49
12 H -0.3395 -0.6590 3.5134  0.48
13 O -0.9362 -0.8173 -2.2828  -1.01
14 H -1.6149 -0.8072 -2.9603  0.47
15 H -1.2734 -0.1727 -1.6138  0.52

Results
**Maximum force**: 1.6 eV Å⁻¹
**Net charge**: 0
**Energy above the lowest of the compared OMol25 structures with the same formula, charge and spin**: 0.0 kJ/mol
**Frontier orbital gap**: 6.8 eV

---

No. 2
C48H41GeN4O4Tc as an isolated structure, computed with ωB97M-V/def2-TZVPD.

Each line ends with the Mulliken charge.
Atoms and positions in Å:
1 Tc -1.3150 0.1748 0.0545  -2.26
2 O -2.0783 3.1088 -2.8360  -0.48
3 C -1.9540 2.3774 -1.7672  0.36
4 O -1.4129 1.2593 -1.7398  -0.64
5 C -2.5267 2.8877 -0.5081  0.51
6 C -3.1605 4.0899 -0.2625  -0.86
7 C -3.6229 4.3234 1.0335  -0.81
8 C -3.4378 3.3650 2.0223  -0.79
9 C -2.7794 2.1953 1.6815  0.87
10 N -2.3477 1.9775 0.4528  1.13
11 C -2.4683 1.0269 2.5760  -0.16
12 O -2.8184 0.9050 3.7029  -0.54
13 O -1.7283 0.1094 1.9077  -0.33
14 H -1.5200 2.7756 -3.5634  0.56
15 H -3.2853 4.8131 -1.0546  0.67
16 H -4.1247 5.2514 1.2662  0.51
17 H -3.7818 3.5032 3.0370  0.62
18 C 1.7967 -5.2421 -1.6809  -1.31
19 C 0.8483 -5.8811 -0.7079  0.58
20 C 0.6316 -7.2543 -0.6949  -0.93
21 C -0.2458 -7.8403 0.2051  -0.75
22 C -0.9169 -7.0619 1.1361  -0.91
23 C -0.7062 -5.6918 1.1592  -0.29
24 C 0.1526 -5.1185 0.2307  0.44
25 N 0.3710 -3.7027 0.2485  0.64
26 C -0.5749 -2.7730 0.1120  0.11
27 N -1.8518 -3.1253 -0.0680  0.20
28 C -2.8998 -2.3200 -0.5388  -0.07
29 C -2.7838 -0.9374 -0.7703  1.87
30 C -3.8955 -0.2908 -1.3377  -0.39
31 C -5.0666 -0.9598 -1.6071  -1.50
32 C -5.1610 -2.3199 -1.3273  -0.75
33 C -4.0997 -3.0185 -0.7954  1.01
34 C -4.2181 -4.4905 -0.5136  -1.57
35 N -0.2739 -1.4715 0.1293  0.63
36 C 1.0633 -0.9506 0.0755  0.72
37 C 1.3731 -0.5006 -1.3400  -0.09
38 C 2.8099 -0.4395 -1.6685  -1.55
39 C 3.7430 -0.7214 -0.7518  -0.62
40 C 3.4057 -1.1336 0.6009  -0.73
41 C 2.1406 -1.3082 1.0150  1.75
42 C 1.7722 -1.7605 2.4032  -1.89
43 H 2.1845 -5.9802 -2.3784  0.44
44 H 2.6552 -4.7959 -1.1733  0.32
45 H 1.3087 -4.4560 -2.2588  0.25
46 H 1.1585 -7.8719 -1.4084  0.43
47 H -0.3962 -8.9102 0.1868  0.43
48 H -1.5811 -7.5169 1.8556  0.45
49 H -1.1777 -5.0779 1.9172  0.65
50 H 1.3265 -3.3697 0.2821  0.11
51 H -2.0330 -4.1235 -0.0469  -0.14
52 H -3.8644 0.7666 -1.5530  0.25
53 H -5.9116 -0.4345 -2.0265  0.48
54 H -6.0828 -2.8465 -1.5335  0.43
55 H -5.2349 -4.8289 -0.6906  0.42
56 H -3.9763 -4.7278 0.5243  0.40
57 H -3.5660 -5.0827 -1.1614  0.36
58 H 0.7200 -0.8636 -2.1304  0.55
59 H 3.0889 -0.2386 -2.6940  0.58
60 H 4.7883 -0.6786 -1.0213  0.58
61 H 4.2169 -1.3130 1.2935  0.57
62 H 2.4480 -1.3175 3.1333  0.52
63 H 1.8431 -2.8439 2.5173  0.34
64 H 0.7536 -1.4687 2.6662  0.27
65 C 0.7284 0.4608 -0.3490  -0.66
66 Ge 1.3573 2.3251 0.0282  3.56
67 C 0.5288 2.8854 1.6981  0.66
68 C 0.0651 4.1774 1.9523  -0.57
69 C -0.3797 4.5399 3.2160  -1.03
70 C -0.3496 3.6234 4.2569  -0.71
71 C 0.1347 2.3445 4.0318  -1.04
72 C 0.5665 1.9838 2.7638  -0.27
73 C 3.2831 2.3515 0.2488  -0.01
74 C 3.8476 2.0644 1.4903  -0.19
75 C 5.2241 2.0641 1.6537  -0.78
76 C 6.0494 2.3607 0.5778  -0.60
77 C 5.4971 2.6691 -0.6560  -0.79
78 C 4.1195 2.6636 -0.8196  -0.45
79 C 0.9060 3.2861 -1.6159  0.50
80 C 0.4724 4.6106 -1.6672  -0.69
81 C 0.3090 5.2704 -2.8797  -0.79
82 C 0.5829 4.6180 -4.0701  -0.72
83 C 1.0200 3.2988 -4.0441  -1.00
84 C 1.1789 2.6461 -2.8299  0.13
85 H 0.0739 4.9337 1.1811  0.38
86 H -0.7272 5.5482 3.3944  0.50
87 H -0.6863 3.9094 5.2429  0.44
88 H 0.1719 1.6287 4.8414  0.51
89 H 0.9465 0.9804 2.6092  0.33
90 H 3.2165 1.8488 2.3437  0.34
91 H 5.6543 1.8483 2.6219  0.47
92 H 7.1228 2.3691 0.7069  0.43
93 H 6.1388 2.9199 -1.4891  0.44
94 H 3.7044 2.9113 -1.7890  0.32
95 H 0.2648 5.1576 -0.7601  0.31
96 H -0.0150 6.3013 -2.8914  0.50
97 H 0.4752 5.1360 -5.0126  0.43
98 H 1.2622 2.7899 -4.9682  0.49
99 H 1.5355 1.6233 -2.8333  -0.06

Results
**Maximum force**: 0.6 eV Å⁻¹
**Net charge**: +2
**Energy above the lowest of the compared OMol25 structures with the same formula, charge and spin**: 10.3 kJ/mol
**Frontier orbital gap**: 6.0 eV

---

No. 3
A 2-piece molecular cluster, C24H49N5O10P3S2 overall in a non-equilibrium geometry, computed with ωB97M-V/def2-TZVPD.

Each line ends with the Mulliken charge.
Atoms and positions in Å:
1 C -1.2850 3.4127 0.4891  -0.91
2 C -1.8050 2.0693 1.3403  -0.45
3 P -1.6012 0.4870 0.3416  0.11
4 C -3.2342 -0.2427 -0.3222  -0.02
5 C -4.5991 0.4877 0.2157  -0.99
6 C -0.4272 -0.8179 1.0684  -1.51
7 C -0.8347 -1.4372 2.5273  1.03
8 C -2.1833 -0.7267 3.2151  -0.12
9 C -2.5708 -1.4303 4.6853  -0.53
10 O -3.9427 -1.9495 4.5610  -0.27
11 C -3.9112 -3.3703 4.9492  0.31
12 O -3.5912 -3.8184 6.1947  -0.50
13 N -1.0258 -2.9651 2.4103  -0.65
14 C -2.2459 -3.2717 1.8685  0.26
15 S -3.7862 -3.7996 1.3493  -0.12
16 N 0.2386 -1.2821 3.6119  -0.30
17 C 1.6140 -1.6597 3.1267  -0.48
18 N 1.8436 -3.1192 3.5723  -0.59
19 C 1.8100 -1.6518 1.5010  -0.39
20 P 3.6080 -1.9094 0.8906  0.41
21 O 3.7295 -3.5672 0.2694  -0.54
22 O 4.5568 -1.9665 2.3917  -0.60
23 N 1.0766 -0.4749 0.9342  0.83
24 C 1.3387 0.8759 1.4864  -0.66
25 C 2.8320 1.2794 1.9588  -0.63
26 C 3.6847 1.9705 0.6960  -0.29
27 C 5.1515 1.2829 0.4485  -0.58
28 C 5.4537 0.9085 -1.1490  -0.31
29 C 4.9979 2.0848 -2.1961  -0.73
30 C 3.7137 1.6912 -3.1519  -0.12
31 C 3.9152 0.2760 -3.9892  -0.53
32 O 2.6217 -0.4256 -3.9599  -0.22
33 C 2.7141 -1.7947 -4.4909  0.66
34 C 1.3443 -2.4718 -5.1708  -0.89
35 O 3.7864 -2.5942 -4.4496  -0.55
36 P 1.4610 -0.4259 -0.8491  0.23
37 N 1.3168 -1.8979 -1.5493  -0.65
38 H -0.3919 3.8945 1.0924  0.25
39 H -2.1555 4.2243 0.5197  0.29
40 H -0.9637 3.1609 -0.6082  0.21
41 H -2.9564 2.2953 1.5611  0.55
42 H -1.2664 2.1293 2.3759  0.31
43 H -3.1924 -1.4027 -0.1528  0.06
44 H -3.2166 -0.0904 -1.5056  0.38
45 H -5.5064 -0.1947 -0.1237  0.33
46 H -4.7124 1.4955 -0.4083  0.16
47 H -4.6037 0.7506 1.3567  0.32
48 H -0.5439 -1.7360 0.3072  0.66
49 H -3.1060 -0.6993 2.4983  0.03
50 H -1.8038 0.3609 3.5295  0.29
51 H -2.5920 -0.5987 5.5384  0.24
52 H -1.7799 -2.2212 5.0319  0.32
53 H -4.2237 -4.2006 4.1807  0.23
54 H 0.2000 -0.3398 4.0586  0.45
55 H 2.3971 -1.0276 3.7291  0.52
56 H 2.6271 -3.1083 4.2615  0.29
57 H 0.9799 -3.4591 4.0921  0.32
58 H 1.2489 -2.6357 1.1201  0.33
59 H 3.5895 -4.1212 1.1124  0.37
60 H 5.4398 -1.5116 2.2599  0.34
61 H 1.0049 1.6772 0.6658  0.46
62 H 0.6164 1.0387 2.4191  -0.01
63 H 3.4470 0.4552 2.5253  0.26
64 H 2.7165 2.1728 2.7452  0.37
65 H 3.8972 3.1137 0.9660  0.44
66 H 2.9908 2.0083 -0.2602  0.02
67 H 5.9831 2.0947 0.7242  0.39
68 H 5.3864 0.3543 1.1319  -0.05
69 H 4.9798 -0.1285 -1.4423  0.11
70 H 6.6336 0.7880 -1.2761  0.39
71 H 4.7016 3.0933 -1.6481  0.29
72 H 5.8845 2.3521 -2.9203  0.35
73 H 3.5990 2.5406 -3.9506  0.42
74 H 2.6825 1.6582 -2.5586  -0.05
75 H 4.8294 -0.3517 -3.6153  0.34
76 H 4.1352 0.5288 -5.1319  0.35
77 H 0.5204 -1.6402 -5.1971  0.24
78 H 1.5900 -2.9216 -6.2338  0.32
79 H 0.9317 -3.3553 -4.5085  0.28
80 H 0.5859 0.5179 -1.5445  0.25
81 H 2.8138 0.0098 -1.1089  -0.21
82 H 0.5919 -1.8050 -2.2983  0.24
83 C -6.9205 3.4365 -3.3284  -0.32
84 C -6.7696 2.4913 -4.5173  -0.37
85 O -5.5830 1.7462 -4.2535  -0.31
86 S -5.4232 1.5577 -2.6412  1.06
87 O -5.9439 0.2564 -2.2853  -0.57
88 O -4.1068 2.0110 -2.2564  -0.53
89 O -6.5127 2.6826 -2.1879  -0.29
90 H -6.2527 4.2988 -3.4232  0.29
91 H -7.9493 3.7857 -3.2066  0.31
92 H -6.6862 3.0259 -5.4665  0.32
93 H -7.6063 1.7866 -4.5691  0.29

Results
**Maximum force**: 9.3 eV Å⁻¹
**Net charge**: +1
**Frontier orbital gap**: 7.4 eV